No. 1
78
Properties=species:S:1:pos:R:3:forces:R:3 method="wB97M-V/def2-TZVPD" homo_ev="-5.9 / -7.8" spin_multiplicity=5 s_squared=6.063 homo_lumo_gap_ev="6.239 / 5.968"
Os -0.54307 0.66290 2.04494 -0.37 0.08 0.11
O -2.58627 1.00214 1.65510 0.12 0.00 -0.01
C -3.39725 0.15898 2.22140 -0.05 -0.07 -0.04
C -4.56314 -0.33110 1.67012 -0.01 -0.11 0.08
C -5.26741 -1.47392 2.07858 0.08 0.05 -0.06
C -4.82290 -2.61681 2.79380 0.03 -0.11 0.05
C -3.58722 -2.94550 3.28591 -0.23 -0.19 -0.11
C -2.47815 -2.02801 3.33221 0.43 0.02 -0.02
C -1.19254 -2.27645 3.02258 -0.21 0.27 0.00
N -0.26961 -1.22387 2.90245 0.17 -0.20 -0.06
N 0.97959 -1.57614 3.19531 -0.06 0.04 -0.07
C 1.81412 -0.55834 3.01760 -0.08 0.03 -0.03
O 1.41136 0.59328 2.60328 0.05 -0.15 0.01
C 3.24890 -0.74480 3.27466 0.02 -0.02 0.01
C 3.73540 -1.95769 3.76150 0.01 0.01 -0.02
C 5.09357 -2.11832 3.97559 -0.01 0.00 0.00
C 5.97057 -1.07552 3.70447 0.02 -0.01 0.01
C 5.48781 0.13291 3.22132 0.00 0.02 -0.01
C 4.12998 0.30156 3.00625 -0.01 0.00 0.02
H -4.93865 0.19858 0.79998 0.01 0.00 -0.01
H -6.25554 -1.58838 1.64759 0.00 0.03 -0.02
H -5.56188 -3.40996 2.84338 0.00 0.00 0.05
H -3.40963 -3.96722 3.60340 -0.04 0.00 0.03
H -0.79719 -3.25568 2.77926 -0.09 -0.06 0.01
H 3.04048 -2.76036 3.96393 0.00 0.00 0.00
H 5.47093 -3.05900 4.35447 0.00 0.00 0.00
H 7.03195 -1.20458 3.87336 0.00 0.00 0.00
H 6.17036 0.94697 3.01418 0.00 0.00 0.00
H 3.73717 1.23913 2.63584 0.00 0.00 0.00
S -2.89118 -0.37825 3.83623 0.14 0.25 0.15
P -0.99988 -0.81967 -0.24695 0.07 0.07 -0.02
C -0.09681 0.62350 0.12163 -0.12 0.01 0.08
P 0.12260 2.28364 -0.27546 0.07 -0.09 -0.03
S -0.30766 3.03442 1.56139 -0.04 0.16 -0.13
C -0.91054 2.93364 -1.60313 -0.01 -0.02 0.03
C -1.98221 3.77499 -1.33327 -0.01 -0.01 0.04
C -2.80166 4.19859 -2.37092 0.00 0.00 -0.01
C -2.55814 3.77131 -3.66716 -0.01 0.00 0.00
C -1.49516 2.91681 -3.93598 -0.02 0.00 0.00
C -0.66936 2.50102 -2.90721 0.01 -0.03 -0.02
C 1.81944 2.59659 -0.82120 0.00 -0.06 0.10
C 2.81540 1.73196 -0.37090 0.00 -0.03 0.01
C 4.13883 1.96277 -0.70985 0.02 0.01 -0.01
C 4.47247 3.05916 -1.49419 -0.01 0.00 0.00
C 3.48359 3.92764 -1.93600 0.02 -0.01 0.01
C 2.15771 3.69899 -1.59989 -0.03 0.05 -0.02
C -2.06481 -0.55095 -1.70132 0.08 -0.09 -0.10
C -1.93383 -1.28911 -2.87484 0.03 0.05 -0.01
C -2.80235 -1.07193 -3.93673 -0.01 0.00 -0.02
C -3.80935 -0.12458 -3.83217 0.00 -0.01 0.00
C -3.94868 0.60729 -2.65948 0.00 0.02 -0.01
C -3.08571 0.39411 -1.59827 -0.02 0.02 0.05
C 0.20989 -2.07920 -0.75713 0.04 0.08 -0.03
C -0.06203 -3.41714 -0.48875 -0.05 -0.05 -0.01
C 0.84576 -4.40499 -0.84612 -0.01 0.01 0.01
C 2.03654 -4.05834 -1.46638 0.03 0.02 -0.01
C 2.31899 -2.72381 -1.73210 0.01 -0.04 0.00
C 1.41037 -1.73936 -1.37901 0.02 0.02 0.04
H -2.17539 4.08209 -0.31282 0.01 0.00 0.00
H -3.63352 4.85892 -2.16328 0.00 0.00 0.00
H -3.20227 4.09879 -4.47324 0.00 0.00 0.00
H -1.31510 2.57162 -4.94548 0.00 0.00 0.00
H 0.15835 1.83270 -3.11760 0.01 0.01 0.01
H 2.54321 0.88355 0.24701 0.00 0.01 0.00
H 4.90887 1.28704 -0.35975 0.00 -0.01 0.00
H 5.50593 3.23695 -1.76248 0.00 0.01 0.00
H 3.74402 4.78382 -2.54421 0.00 0.00 0.00
H 1.38975 4.37805 -1.94991 -0.01 -0.01 0.01
H -1.14950 -2.02981 -2.96821 0.00 -0.01 0.01
H -2.69021 -1.64821 -4.84649 0.00 0.00 0.00
H -4.48798 0.04006 -4.65949 0.00 0.00 0.00
H -4.73528 1.34583 -2.56918 0.00 0.01 -0.01
H -3.19682 0.95735 -0.67891 0.02 0.01 0.01
H -0.99110 -3.68540 0.00246 0.00 0.01 0.01
H 0.62634 -5.44278 -0.63117 0.00 0.00 0.00
H 2.74919 -4.82597 -1.73925 0.00 0.00 0.00
H 3.24960 -2.45151 -2.21373 0.00 0.00 0.00
H 1.63795 -0.69705 -1.57154 -0.02 -0.01 -0.01

---

No. 2
9
Properties=species:S:1:pos:R:3:forces:R:3 method="wB97M-V/def2-TZVPD" homo_ev="-22.0 / -24.0" spin_multiplicity=7 charge=+3 s_squared=12.027 homo_lumo_gap_ev="4.779 / 8.550"
F 2.87979 -0.89196 0.76514 -0.31 1.30 -0.70
O 0.26583 0.42032 -0.51028 0.29 0.09 -0.56
Sm 2.78508 0.92884 -0.33638 -0.74 -0.93 0.27
Li 1.76697 -2.07622 1.43391 0.13 -0.85 0.49
C -1.23612 0.02098 -0.85622 6.30 -3.81 0.73
C -1.35532 0.75012 0.26579 -4.60 2.03 -2.03
H -2.53708 0.29457 -0.04607 0.59 0.12 2.59
F -1.13132 -1.28383 -0.94368 -1.87 1.95 -1.47
H -1.43784 1.83719 0.22779 0.20 0.10 0.67

---

No. 3
66
Properties=species:S:1:pos:R:3:forces:R:3 method="wB97M-V/def2-TZVPD" homo_ev="-5.2 / -5.3" spin_multiplicity=6 charge=-1 s_squared=8.755 homo_lumo_gap_ev="6.913 / 7.008"
Mn -0.05337 -0.35678 0.38520 0.14 0.00 0.09
C -0.01094 0.31900 3.51498 0.04 0.06 0.13
O -0.91366 0.56017 2.43065 0.05 0.09 0.03
C -1.42024 1.82284 2.29728 -0.10 0.13 0.06
C -1.76725 2.60238 3.39310 0.02 -0.08 -0.06
C -2.36582 3.83836 3.20232 -0.02 0.02 0.02
C -2.62787 4.29404 1.91879 0.01 -0.04 -0.02
C -2.26345 3.52563 0.82522 0.00 0.06 0.08
C -1.63425 2.29895 0.99807 0.15 -0.22 -0.08
N -1.17691 1.47946 -0.08058 -0.19 0.25 -0.27
N -1.24370 2.07118 -1.19939 -0.06 0.00 0.14
C -0.90306 1.48422 -2.37654 -0.06 0.16 0.12
C -0.55907 0.11562 -2.55818 0.05 -0.26 -0.14
O -0.45185 -0.74649 -1.63401 -0.01 0.27 0.09
C -0.34039 -0.33954 -3.91938 -0.02 0.05 0.04
C -0.43457 0.48912 -4.97484 0.01 0.00 -0.01
C -0.75914 1.87820 -4.81852 0.01 -0.07 -0.01
C -0.84206 2.72709 -5.93469 -0.01 0.05 0.02
C -1.14674 4.05737 -5.78687 0.01 -0.04 0.01
C -1.36913 4.56127 -4.49803 -0.01 0.04 -0.01
C -1.29061 3.74684 -3.39456 0.02 -0.01 0.00
C -0.98958 2.37544 -3.52219 0.00 -0.01 -0.04
H 0.77846 1.07003 3.52997 -0.03 0.01 0.02
H 0.44266 -0.64973 3.31684 -0.01 -0.03 0.01
H -0.55119 0.28043 4.46326 -0.01 -0.01 0.00
H -1.57269 2.23720 4.39116 0.00 0.01 0.03
H -2.63703 4.43808 4.06177 0.01 0.00 0.00
H -3.10948 5.25077 1.76406 0.00 0.00 0.02
H -2.44852 3.87263 -0.17962 0.01 -0.01 -0.04
H -0.08619 -1.38598 -4.02786 0.00 0.00 -0.01
H -0.25706 0.11872 -5.97914 0.00 -0.02 0.01
H -0.65800 2.30958 -6.91834 0.00 0.00 0.00
H -1.20707 4.70884 -6.64898 0.00 0.00 0.00
H -1.59917 5.61175 -4.36585 0.00 0.00 0.00
H -1.44784 4.15505 -2.40760 0.00 0.00 0.01
O 3.19532 0.94551 2.63633 -0.03 -0.02 -0.02
C 2.62222 0.34421 1.72822 0.11 -0.03 0.09
O 1.56783 0.75336 1.13336 -0.18 -0.16 -0.26
C 3.23154 -0.98033 1.27406 -0.06 -0.02 -0.01
C 4.59324 -1.09423 1.38685 -0.04 -0.04 -0.01
C 5.25224 -2.25032 0.96637 0.12 -0.04 0.09
C 4.55415 -3.32474 0.46403 -0.08 0.08 0.05
C 3.17750 -3.24448 0.39981 -0.05 0.01 -0.06
C 2.43590 -2.07103 0.76733 -0.02 0.16 -0.08
O 1.17119 -1.99392 0.63365 0.23 -0.36 0.12
N 2.51044 -4.43881 -0.11265 0.04 -0.10 0.19
O 3.14842 -5.16334 -0.86187 0.03 0.02 -0.16
O 1.38406 -4.70421 0.26199 -0.15 0.16 0.07
N 6.69849 -2.33662 1.06527 -0.02 0.13 -0.27
O 7.24607 -3.35881 0.67932 0.00 -0.05 0.10
O 7.30455 -1.36941 1.49456 0.01 -0.04 0.10
H 5.14783 -0.26893 1.80815 0.01 0.00 0.00
H 5.06362 -4.21675 0.13628 0.00 0.00 0.01
C -2.45772 -3.23200 -0.11964 -0.02 -0.07 0.03
P -1.92835 -2.11434 1.22205 0.14 -0.02 -0.17
C -1.19962 -3.29008 2.41009 -0.09 0.01 0.10
C -3.51536 -1.69795 2.03331 -0.03 0.03 -0.02
H -3.06947 -4.05723 0.25238 -0.01 -0.01 -0.01
H -1.56344 -3.63075 -0.59946 0.02 0.00 0.01
H -3.01718 -2.66958 -0.86789 0.01 0.01 0.01
H -1.90178 -4.08915 2.66171 0.03 -0.01 0.00
H -0.91450 -2.76500 3.32414 -0.03 0.00 -0.01
H -0.29769 -3.70403 1.96615 0.09 -0.06 -0.07
H -4.00603 -2.58944 2.43045 -0.02 0.00 -0.01
H -4.18016 -1.21812 1.31363 0.01 0.02 0.00
H -3.33650 -0.99120 2.84450 0.01 -0.02 0.01

---

No. 4
81
Properties=species:S:1:pos:R:3:forces:R:3 method="wB97M-V/def2-TZVPD" homo_ev="-4.3 / -4.1" spin_multiplicity=4 charge=-1 s_squared=4.185 homo_lumo_gap_ev="5.067 / 4.496"
Tc -1.13437 0.95380 -0.77382 -0.10 0.24 -0.04
C -0.52642 1.73366 5.73421 -0.08 -0.02 0.04
C 0.64200 2.43279 5.39174 0.06 0.03 -0.13
C 1.03529 2.57045 4.07253 0.06 0.03 0.19
C 0.23516 1.98524 3.09763 -0.04 -0.10 -0.27
C 0.34453 1.94462 1.65265 0.05 0.02 -0.05
N 1.31367 2.52344 0.95434 0.05 -0.17 -0.37
C 1.38668 2.55071 -0.36079 -0.13 -0.02 0.54
C 2.46706 3.16752 -1.11856 -0.03 -0.02 -0.14
C 3.66929 3.73434 -0.71982 -0.02 0.01 -0.01
C 4.48923 4.25904 -1.70709 -0.02 -0.03 0.00
C 4.12451 4.20497 -3.05805 0.05 0.04 0.01
C 2.93399 3.61866 -3.45630 -0.09 -0.04 -0.03
C 2.10923 3.09539 -2.47008 0.15 0.10 0.14
C 0.81740 2.41703 -2.52990 -0.40 -0.09 -0.16
N 0.13493 2.20842 -3.63906 0.23 0.03 0.09
C -1.04561 1.59618 -3.70589 -0.01 0.01 0.14
N -1.75872 1.05013 -2.67947 -0.25 0.16 -0.79
C -2.90839 0.47039 -3.16248 -0.01 -0.01 0.07
N -3.83029 -0.18413 -2.46559 0.02 -0.04 0.27
C -3.80721 -0.38254 -1.16537 0.08 0.12 -0.47
N -2.83366 0.03121 -0.27871 -0.48 -0.30 0.21
C -3.22088 -0.26967 1.00026 0.29 0.25 0.24
N -2.61994 0.07989 2.12226 -0.18 -0.14 -0.08
C -1.49929 0.79015 2.20015 0.00 -0.04 -0.28
N -0.71482 1.21494 1.16132 0.08 0.20 0.90
C -0.91949 1.26775 3.43982 0.06 0.04 -0.09
C -1.31958 1.14618 4.76663 0.00 -0.08 0.10
C -4.49251 -0.98124 0.94115 -0.12 -0.08 -0.12
C -5.30094 -1.51132 1.93575 0.02 0.06 0.07
C -6.48449 -2.11923 1.55143 -0.04 0.01 -0.06
C -6.85402 -2.18358 0.20219 0.02 -0.02 0.04
C -6.05089 -1.64581 -0.79043 -0.02 0.01 -0.08
C -4.85898 -1.04741 -0.40768 -0.02 0.01 0.21
C -2.94830 0.67958 -4.59576 0.07 0.00 0.19
C -3.87077 0.30703 -5.56896 -0.03 -0.02 -0.18
C -3.59630 0.64810 -6.88153 -0.04 -0.04 0.11
C -2.42343 1.33934 -7.22555 0.04 0.07 0.01
C -1.50605 1.71224 -6.26021 0.03 0.00 -0.11
C -1.78312 1.38049 -4.93775 0.02 -0.06 0.08
N 0.44631 2.08148 -1.25337 0.47 0.28 -0.25
H -0.80847 1.65683 6.77797 0.02 -0.01 -0.04
H 1.24701 2.86874 6.17753 -0.02 -0.01 -0.01
H 1.93711 3.10476 3.79876 -0.05 -0.03 0.01
H 3.94912 3.74293 0.32652 -0.01 0.05 -0.04
H 5.43236 4.71525 -1.43194 0.00 -0.02 -0.01
H 4.79113 4.62545 -3.80203 -0.02 -0.03 0.02
H 2.64859 3.56133 -4.50014 0.01 0.00 0.05
H -2.21791 0.59818 5.02500 0.04 0.03 -0.03
H -5.01184 -1.43400 2.97699 0.01 -0.04 -0.05
H -7.13996 -2.54532 2.30084 0.02 0.00 -0.01
H -7.78513 -2.66661 -0.06901 0.01 0.02 0.01
H -6.33837 -1.68373 -1.83399 0.03 -0.02 0.04
H -4.76387 -0.24400 -5.30173 0.03 0.03 0.01
H -4.29298 0.37104 -7.66448 0.02 0.00 0.03
H -2.24012 1.58085 -8.26622 0.01 -0.01 0.04
H -0.58960 2.23066 -6.51788 -0.07 0.00 0.03
S 0.08501 -1.12137 -1.60893 0.26 -0.54 0.14
C -0.26691 -2.49378 -0.64617 0.27 0.12 -0.02
C -0.99557 -3.55286 -1.30202 -0.05 -0.05 0.08
N -1.55703 -4.39650 -1.84707 0.01 0.08 0.03
C 0.17924 -2.71564 0.63706 -0.24 -0.49 -0.04
S 1.12465 -1.58436 1.56477 0.12 0.50 -0.29
C -0.13573 -3.93381 1.32001 0.01 -0.12 -0.08
N -0.38726 -4.91672 1.87040 0.09 0.19 -0.03
O 6.89023 -0.46951 2.96967 -0.03 -0.05 -0.21
S 5.50954 -0.69834 3.27280 0.45 -0.13 0.43
O 4.98021 -0.14480 4.48118 -0.17 0.01 -0.06
N 4.54446 -0.21744 1.99187 -0.17 -0.03 -0.06
C 3.91549 -1.22491 1.51491 -0.03 -0.16 0.12
S 2.68936 -1.02639 0.25380 -0.11 0.10 0.17
C 4.23747 -2.56156 2.09709 0.01 -0.02 0.04
C 3.79387 -3.81122 1.70582 -0.03 -0.11 0.00
C 4.23952 -4.91619 2.42167 -0.03 0.02 -0.04
C 5.10818 -4.76859 3.49947 -0.03 -0.03 -0.02
C 5.56818 -3.51348 3.87765 0.13 0.14 0.11
C 5.12409 -2.42992 3.15005 -0.18 0.16 -0.20
H 3.11958 -3.92041 0.86540 -0.02 0.00 0.05
H 3.89687 -5.90423 2.14166 0.01 0.03 0.01
H 5.43150 -5.64443 4.04858 -0.01 0.03 -0.01
H 6.24712 -3.38618 4.71232 -0.02 -0.03 -0.06

---

ΔE to the lowest compared entry with this formula, charge and spin readings, ordered: 65.47; 95.18; 0.00; 3.05 kcal per mole